Record 1
{"formula": "C9H14O", "method": "wB97M-V/def2-TZVPD", "species": ["C", "C", "C", "C", "C", "O", "C", "C", "H", "H", "H", "H", "H", "H", "H", "H", "C", "C", "H", "H", "H", "H", "H", "H"], "positions_angstrom": [[-0.794, 1.452, 1.888], [0.205, 1.470, 0.780], [-0.215, 1.561, -0.565], [0.609, 1.066, -1.564], [1.913, 0.699, -1.250], [2.767, 0.323, -2.264], [2.383, 0.693, 0.049], [1.556, 1.188, 1.045], [-1.697, 0.892, 1.635], [-1.055, 2.503, 2.056], [-0.486, 0.878, 2.762], [-1.214, 1.922, -0.751], [0.419, 0.998, -2.628], [2.809, -0.580, -2.523], [3.358, 0.320, 0.330], [1.891, 1.252, 2.072], [-1.427, -2.095, -0.929], [-1.628, -2.074, 0.613], [-0.904, -3.019, -1.169], [-2.408, -2.208, -1.388], [-0.954, -1.179, -1.263], [-2.674, -1.786, 0.757], [-1.132, -1.293, 1.186], [-1.322, -2.984, 1.122]], "atomic_forces_ev_per_a": [[-0.6, 0.6, 0.0], [0.8, -0.7, -0.8], [0.2, -0.8, 0.7], [1.0, 0.8, -0.1], [0.1, -1.3, 0.1], [0.5, 1.6, -0.3], [-0.1, 0.8, 0.4], [-1.1, -0.5, 0.0], [-0.1, 0.4, -0.6], [-0.3, -0.3, 0.8], [0.6, 0.7, 0.2], [-0.2, -0.2, -0.2], [-0.6, 0.3, 0.1], [-0.4, -1.2, 0.2], [0.2, 0.2, -0.4], [0.1, -0.3, 0.0], [-0.2, -0.5, 1.2], [-0.6, 0.9, -0.2], [0.5, 0.3, -0.4], [0.0, 0.2, -0.2], [0.2, -0.2, -0.3], [0.0, -0.7, 0.5], [0.6, 0.2, -0.5], [-0.5, -0.3, -0.1]], "gap_ev": 9.447, "smiles": "Cc1ccc(O)cc1.CC"}

Record 2
{"formula": "C9H14O", "method": "wB97M-V/def2-TZVPD", "species": ["C", "C", "C", "C", "C", "O", "C", "C", "H", "H", "H", "H", "H", "H", "H", "H", "C", "C", "H", "H", "H", "H", "H", "H"], "positions_angstrom": [[0.303, -2.229, -1.237], [-0.743, -1.221, -0.890], [-0.916, -0.401, 0.173], [-1.909, 0.556, 0.209], [-2.666, 0.841, -0.943], [-3.481, 1.879, -1.137], [-2.391, -0.002, -2.115], [-1.648, -1.129, -2.034], [0.203, -2.784, -2.082], [0.340, -3.139, -0.477], [1.311, -1.813, -1.431], [-0.235, -0.637, 1.036], [-2.271, 1.068, 1.088], [-3.927, 2.252, -0.251], [-3.260, -0.174, -2.886], [-1.682, -1.794, -2.872], [3.527, 0.708, 1.583], [2.388, 1.367, 2.400], [4.486, 0.422, 2.053], [2.932, -0.058, 1.049], [3.793, 1.591, 0.988], [1.492, 1.216, 1.823], [1.998, 1.018, 3.422], [2.356, 2.462, 2.531]], "atomic_forces_ev_per_a": [[2.0, -1.2, 4.6], [-1.0, -1.5, -4.4], [1.6, -1.4, 1.6], [-2.2, 1.4, -1.1], [2.8, -2.2, -1.1], [-2.5, 1.8, 2.8], [-4.7, -0.1, 0.0], [1.6, 1.9, 2.3], [-1.4, -1.1, -2.9], [0.5, 2.1, -0.9], [-0.3, 0.0, 0.9], [-0.9, 0.7, -0.6], [0.7, 0.1, 0.5], [1.8, -1.4, -2.8], [1.7, 1.5, 1.1], [0.4, -0.6, 0.0], [-0.9, 1.4, 0.6], [-1.6, 0.3, 2.2], [-0.9, -0.3, 0.1], [1.5, 0.1, -0.2], [0.1, -0.8, -0.8], [-0.5, -0.1, -0.5], [1.3, -0.2, -1.2], [0.9, -0.3, -0.2]], "gap_ev": 8.845, "smiles": "Cc1ccc(O)cc1.CC"}

What did the first record say?
{"formula": "C9H14O", "method": "wB97M-V/def2-TZVPD", "species": ["C", "C", "C", "C", "C", "O", "C", "C", "H", "H", "H", "H", "H", "H", "H", "H", "C", "C", "H", "H", "H", "H", "H", "H"], "positions_angstrom": [[-0.794, 1.452, 1.888], [0.205, 1.470, 0.780], [-0.215, 1.561, -0.565], [0.609, 1.066, -1.564], [1.913, 0.699, -1.250], [2.767, 0.323, -2.264], [2.383, 0.693, 0.049], [1.556, 1.188, 1.045], [-1.697, 0.892, 1.635], [-1.055, 2.503, 2.056], [-0.486, 0.878, 2.762], [-1.214, 1.922, -0.751], [0.419, 0.998, -2.628], [2.809, -0.580, -2.523], [3.358, 0.320, 0.330], [1.891, 1.252, 2.072], [-1.427, -2.095, -0.929], [-1.628, -2.074, 0.613], [-0.904, -3.019, -1.169], [-2.408, -2.208, -1.388], [-0.954, -1.179, -1.263], [-2.674, -1.786, 0.757], [-1.132, -1.293, 1.186], [-1.322, -2.984, 1.122]], "atomic_forces_ev_per_a": [[-0.6, 0.6, 0.0], [0.8, -0.7, -0.8], [0.2, -0.8, 0.7], [1.0, 0.8, -0.1], [0.1, -1.3, 0.1], [0.5, 1.6, -0.3], [-0.1, 0.8, 0.4], [-1.1, -0.5, 0.0], [-0.1, 0.4, -0.6], [-0.3, -0.3, 0.8], [0.6, 0.7, 0.2], [-0.2, -0.2, -0.2], [-0.6, 0.3, 0.1], [-0.4, -1.2, 0.2], [0.2, 0.2, -0.4], [0.1, -0.3, 0.0], [-0.2, -0.5, 1.2], [-0.6, 0.9, -0.2], [0.5, 0.3, -0.4], [0.0, 0.2, -0.2], [0.2, -0.2, -0.3], [0.0, -0.7, 0.5], [0.6, 0.2, -0.5], [-0.5, -0.3, -0.1]], "gap_ev": 9.447, "smiles": "Cc1ccc(O)cc1.CC"}